Below is one molecule with the formula CCl2F2 in a non-equilibrium geometry, with properties calculated with wB97M-V/def2-TZVPD.

As for the SMILES: FC(F)(Cl)Cl. For the HOMO-LUMO gap, the calculation gives 12.35 eV.

Last column: Löwdin charge in e.
Geometry (Å):
1 F -0.8262 0.8625 0.2707  0.008
2 C 0.0948 -0.0114 -0.0771  -1.352
3 F -0.1108 -0.9936 0.8037  0.018
4 Cl -0.3296 -0.5654 -1.6902  0.683
5 Cl 1.7453 0.7074 -0.0604  0.643